57
Properties=species:S:1:pos:R:3 method="wB97M-V/def2-TZVPD" lumo_energy_ha=-0.01336 homo_lumo_gap_ev=7.62
Ca 0.07524 0.64585 0.93150
S 2.89716 2.70491 -1.66715
S 2.10094 -2.51224 -2.19277
S 5.01149 -0.73849 -0.25189
O -1.81493 1.58462 0.07311
O 1.32218 -0.62546 -0.26746
N -1.97471 -0.49158 1.54611
N -3.08443 -0.20850 0.80505
N 0.26920 -0.82063 2.95439
C 2.93237 -2.85744 -3.64710
C -2.01071 -1.44520 2.40105
C 4.87891 0.85697 1.73061
C -3.21069 -2.30216 2.65527
C 1.87467 1.32899 -1.50525
C 1.41394 -1.02861 3.59869
C -5.14550 0.52490 -0.95602
C -3.99260 1.29512 -0.82238
C 3.51825 -0.66267 -3.23497
C -3.87027 2.47589 -1.54742
C 0.48644 2.92798 -2.47073
C 2.34168 -0.03807 -0.97727
C -2.87202 0.87948 0.07340
C 0.62075 1.60039 -1.97800
C 1.64507 3.63383 -2.37644
C 0.55455 -2.92489 4.73227
C -6.03378 2.11498 -2.52628
C 3.64410 0.96039 1.03909
C 2.71986 -0.91606 -2.15936
C 1.60945 -2.06075 4.50141
C -6.16018 0.93418 -1.80564
C 5.72426 -0.02404 1.12604
C 3.56556 0.15748 -0.06714
C 3.64296 -1.78614 -4.09691
C -0.63752 -2.73068 4.05456
C -4.88781 2.88571 -2.39521
C -0.75514 -1.67023 3.16197
H -6.82814 2.43253 -3.18971
H -0.43217 3.33011 -2.87228
H -2.96869 3.06201 -1.43146
H 3.99541 0.29270 -3.40708
H 0.65732 -3.74935 5.42564
H 2.84542 -3.82771 -4.10907
H -1.46890 -3.40226 4.20794
H -3.01006 -3.33745 2.36938
H 5.13790 1.42837 2.61050
H -3.48500 -2.29415 3.71194
H 2.22512 -0.34439 3.37164
H -7.05275 0.33053 -1.90878
H -5.22937 -0.39199 -0.39033
H 6.72720 -0.28596 1.42140
H -4.04273 -1.93108 2.06574
H -0.16550 0.85890 -2.00943
H 2.87067 1.66676 1.32302
H 2.56379 -2.17822 4.99355
H 1.82114 4.65865 -2.66112
H 4.22756 -1.79254 -5.00554
H -4.78698 3.80671 -2.95511

55
Properties=species:S:1:pos:R:3 method="wB97M-V/def2-TZVPD" lumo_energy_ha=0.07560 charge=-1 homo_lumo_gap_ev=5.12
Cl -0.29141 -0.31859 0.15148
Cl -2.29055 4.02551 -2.60742
Cl -0.71320 -1.07146 -3.37341
O -0.31341 -3.38789 0.10865
O -3.22308 -1.66210 -1.94803
O -0.90391 -2.35941 2.09147
N 1.44251 -0.65712 1.67039
C 5.03487 -0.47312 -1.80989
C 2.09363 1.99641 4.72157
C -6.32957 0.93070 -0.89699
C -2.99417 -0.50980 -2.01359
C 3.24398 0.13420 0.26074
C 0.97436 -1.51591 0.72212
C 4.62409 0.23132 0.45683
C -2.62118 2.35671 -2.29035
C -1.78353 0.11063 -2.65861
C 2.95046 3.07329 4.54860
C 2.79635 -0.22542 -1.00564
C -1.44274 -5.07652 -1.03955
C 5.52354 -0.07548 -0.56799
C 2.54530 1.29015 2.47382
C 2.33655 0.23742 1.43682
C -4.07352 0.46754 -1.65542
C -0.26838 -2.42420 1.05595
C -4.84575 2.79418 -1.36727
C 1.87083 1.12606 3.66962
C 3.33085 2.42032 2.26982
C 3.66598 -0.55182 -2.04132
C -5.34280 0.04899 -1.27294
C -1.62315 -3.89992 -0.13090
C 3.54445 3.31232 3.31722
C -6.06363 2.31503 -0.93270
C -3.81862 1.87479 -1.71976
C -1.57559 1.44859 -2.66538
H 5.02492 0.54332 1.41189
H 3.14571 3.75787 5.35138
H -0.91768 -5.87968 -0.52210
H 3.78371 2.58039 1.30095
H -2.23748 -3.13084 -0.64458
H -7.30932 0.55910 -0.60891
H 1.62442 1.82581 5.66988
H -0.63615 1.78858 -3.08944
H 1.72160 -2.01926 0.12106
H -0.88385 -4.81826 -1.92327
H 1.72431 -0.26479 -1.16507
H -2.40519 -5.47164 -1.35630
H 5.71227 -0.74728 -2.60750
H -6.83156 3.00682 -0.60065
H 4.19067 4.16456 3.14630
H 3.25494 -0.83720 -2.99849
H -5.50714 -1.01160 -1.27320
H 6.59676 -0.01177 -0.40265
H -2.06392 -4.18384 0.81758
H 1.20051 0.29282 3.77189
H -4.64706 3.87149 -1.35673

101
Properties=species:S:1:pos:R:3 method="wB97M-V/def2-TZVPD" lumo_energy_ha=-0.00573 homo_lumo_gap_ev=9.07
Cl 4.79181 -0.76035 5.33672
Cl 0.70433 -9.63554 -5.64364
Cl 8.48093 0.81720 2.04495
Cl -4.11850 -5.62081 -7.15502
Cl 3.54366 1.35754 10.30837
Cl 0.25328 -1.86229 -7.58410
Cl 6.65983 0.42000 -0.17806
Cl 2.20005 -7.18960 -6.06939
Cl 2.48794 0.65238 4.26737
Cl 10.96186 -5.10611 2.32185
Cl 5.89692 -0.05747 11.24566
Cl -0.67630 -7.08277 -5.62295
Cl 11.30960 -3.19713 0.16345
Cl 0.13005 -11.60917 -8.80897
Cl 5.45229 0.29509 8.39994
Cl -3.48253 -8.13290 -5.85153
Cl 8.68760 2.49045 -0.31597
Cl -6.09540 -6.92567 -5.47926
Cl -3.74985 -5.70972 -4.27911
Cl 2.74747 -2.35190 -6.18441
Cl 14.19333 -2.31705 -2.61817
Cl 11.64998 -1.08619 -1.95689
Cl 8.66593 -3.68972 1.25268
Cl -2.51586 -4.03322 -1.15735
Cl 4.46073 2.07981 5.84733
Cl -5.08272 -2.85185 -0.49596
Cl -2.87924 -1.15976 -1.33124
Cl 6.16589 2.57230 10.04931
Cl 0.69314 -4.40003 -6.24747
Cl 10.64284 -2.26716 2.82914
Cl 12.59093 -1.08869 -4.70206
Cl 0.37415 -8.14341 -8.11076
Cl 9.45709 -0.30383 -0.44695
Cl 5.13474 1.15391 3.18207
Cl 2.17191 -3.75591 -8.65790
Cl -1.49377 -11.07089 -11.15197
Cl -4.17639 -2.90579 -3.25122
Cl -2.22971 -13.21233 -9.33795
Cl -2.51164 -10.44649 -8.50775
Cl 13.90813 0.56865 -2.71830
S -4.44123 4.36495 -2.43137
F -5.78396 1.71167 -0.43511
F 0.05051 3.67711 -0.24430
F -1.97664 1.81001 -0.78720
F -1.39828 5.40145 -0.28498
F -1.73309 2.70697 1.28757
F -1.22930 3.86974 -2.08428
O -3.81709 3.83010 2.97731
O -4.09311 2.97272 -1.50937
O -4.20196 5.39574 -1.09999
O -3.58044 4.61673 -3.64620
O -5.83301 4.37914 -3.05037
N -6.87290 4.63273 1.37529
C -3.54262 5.20761 2.64686
C -1.96910 5.62648 2.81393
C -4.53271 4.66087 0.15658
C 0.65208 -8.01093 -6.36157
C -1.52617 -11.58482 -9.45153
C 1.46612 -3.09245 -7.16824
C -2.50442 2.33492 4.44906
C -0.52076 0.08896 4.43660
C -3.82109 3.24847 -0.07730
C -0.99872 2.70942 4.41896
C -4.12188 0.78916 1.06778
C -3.56179 3.55006 4.40413
C -4.07826 5.72926 1.24446
C -4.83180 2.13645 0.58596
C 5.26477 1.04158 10.00090
C 0.02378 1.54412 4.41372
C 4.21988 0.78176 4.65831
C -2.25984 3.00410 -0.01483
C -6.15624 4.76676 0.08188
C -3.08105 0.90416 4.51346
C 13.08589 -0.98065 -2.99925
C -2.03831 -0.27442 4.50485
C -1.27089 4.06994 -0.66832
C -3.66361 -2.73719 -1.55926
C 8.32144 0.85611 0.27608
C 10.39511 -3.56535 1.64181
C -4.36210 -6.59771 -5.69122
H -4.21690 0.71220 4.52797
H -4.07085 5.83530 3.46927
H -0.63558 3.79942 4.40276
H -6.35927 5.83638 -0.31135
H -4.57722 3.24884 4.85975
H -2.44695 -1.33545 4.51385
H -3.31564 6.50626 0.85357
H -1.84214 5.81972 3.95035
H -3.21362 4.46998 4.98206
H -3.74214 0.25595 0.12943
H -5.00093 6.39604 1.46500
H 0.24820 -0.75188 4.40156
H 1.15734 1.82903 4.36852
H -6.63451 4.06032 -0.66962
H -7.59013 3.89518 1.26470
H -1.25363 4.77737 2.56260
H -5.38547 2.53883 1.50115
H -1.72101 6.61906 2.30916
H -4.95299 0.11752 1.50517
H -3.34004 0.90939 1.88566
H -6.27207 4.38128 2.17033

65
Properties=species:S:1:pos:R:3 method="wB97M-V/def2-TZVPD" lumo_energy_ha="0.09026 / 0.09029" charge=-1 multiplicity=2 e_above_lowest_kj_mol=1.1 homo_lumo_gap_ev="7.44 / 8.24"
Cu 0.07179 -0.60651 -0.41774
S 2.01774 2.06110 -1.34045
F -0.88919 -2.34531 -2.38361
F 0.83301 -3.18924 -1.30037
F 4.41288 1.29015 -0.49278
F 3.06674 1.88680 1.09486
F 3.97759 3.38882 -0.16814
O -3.21171 -4.50493 5.98358
O 2.57463 2.53261 -2.58381
O 1.02560 2.89749 -0.70988
O -0.85622 -1.90318 0.85383
O 1.71358 0.63005 -1.33957
O -2.87914 -0.92839 0.76504
O -1.08387 -4.72505 5.10887
N 1.70791 -0.69214 1.39999
N -0.47667 0.83836 1.03893
N -1.31450 0.97149 -1.52054
C -1.83320 -3.88880 4.30508
C 3.44020 2.15954 -0.16732
C -3.10296 -3.75999 4.83045
C -0.35082 1.68450 3.25181
C 1.49940 -0.60054 3.77034
C -1.92219 2.59359 1.70432
C -3.68799 -2.32991 3.05051
C 3.35294 -2.02671 0.23865
C -2.04573 -1.69609 1.25487
C -3.25465 2.21356 -0.91846
C -0.78975 0.34109 -3.80416
C -2.90110 1.56261 -3.18341
C 2.71719 -1.55052 1.50849
C -1.45137 -3.25673 3.15198
C 0.05919 0.80747 2.25750
C 0.32811 -1.99064 -1.80068
C 3.15925 -1.98586 2.75830
C -1.92745 -5.08739 6.19283
C 2.52995 -1.51828 3.89506
C -1.70035 0.97152 -2.79270
C 1.13096 -0.20291 2.49353
C -2.04340 1.61612 -0.61059
C -4.06235 -2.98648 4.22724
C -3.69533 2.16621 -2.23014
C -1.34870 2.59603 2.95989
C -2.41406 -2.45859 2.51863
C -1.46795 1.67984 0.76141
H -1.10962 -0.67716 -4.02514
H -2.02660 -6.17500 6.23059
H 2.83736 -1.86234 4.87484
H -4.64535 2.60853 -2.50347
H 0.22769 0.31075 -3.41728
H 2.79687 -2.87634 -0.15763
H 4.38670 -2.32766 0.41070
H 3.97990 -2.68837 2.82341
H -2.69358 3.30548 1.45403
H -3.85754 2.68128 -0.15478
H -0.46233 -3.35030 2.72449
H -5.05506 -2.89316 4.64664
H 0.12112 1.67425 4.22314
H -1.67212 3.30981 3.70682
H -4.38688 -1.69682 2.52069
H -1.50592 -4.70688 7.12820
H 0.98598 -0.22742 4.64488
H -0.80015 0.92038 -4.72818
H 3.31693 -1.23405 -0.50769
H -3.19389 1.53882 -4.22505
H 0.99440 -1.71820 -2.62956